Entry 1:
Below is a molecular structure, C9H23AsBa2CuF6NO6P in a non-equilibrium geometry, with properties calculated with ωB97M-V/def2-TZVPD.

The geometry in XYZ format:
```
50
Properties=species:S:1:pos:R:3:forces:R:3
Cu 23.413603 -10.612995 -5.916903 0.07 -2.29 -0.09
Ba 24.681020 -10.459705 -2.542612 1.38 -2.80 0.81
Ba 20.653979 -9.857135 -3.681434 -1.73 -1.48 -0.65
O 22.639709 -11.597981 -3.899272 0.25 2.61 -0.05
H 22.446841 -12.555406 -3.925177 0.51 0.13 -0.67
As 24.983096 -14.113351 -6.309275 2.82 -6.21 -0.80
F 24.641726 -12.617283 -7.115427 -0.42 1.70 0.47
F 26.574648 -14.256281 -7.173285 -2.68 0.63 0.76
F 25.341698 -15.758726 -5.589329 -1.02 2.34 -0.55
F 23.488060 -13.882968 -5.350142 0.35 0.37 0.04
F 23.990724 -14.985414 -7.524249 1.02 1.47 1.14
F 25.909044 -13.463031 -4.961380 -0.93 1.17 -0.14
C 25.522716 -14.057925 -0.968961 1.02 -1.61 -0.43
O 25.376664 -12.913509 -1.441622 -0.65 2.08 -0.17
N 24.680984 -15.047246 -1.088079 -3.36 -0.88 -1.11
C 24.973958 -16.454780 -0.706315 0.80 1.20 0.71
C 23.279311 -14.796877 -1.530867 0.73 1.33 -0.40
H 26.440783 -14.448488 -0.503345 0.21 0.92 -0.03
H 24.810193 -17.229847 -1.455013 0.10 0.66 -0.52
H 24.373308 -16.738323 0.157935 0.20 0.19 0.16
H 26.029476 -16.324426 -0.467578 0.03 -1.19 0.32
H 23.059826 -14.922355 -2.591146 0.42 -1.54 -0.08
H 22.565789 -15.255414 -0.846243 0.13 -0.06 -0.26
H 23.144541 -13.717076 -1.593858 -0.07 0.38 1.10
C 16.419854 -13.590244 -8.224383 0.95 0.66 -1.38
C 16.541786 -13.843792 -6.774441 -1.44 -1.30 -0.25
O 17.182682 -12.784397 -6.070611 4.34 1.72 1.84
P 18.779920 -12.837956 -5.661398 -2.90 -4.60 -2.40
O 19.283767 -11.718932 -4.816915 0.59 1.40 0.78
O 19.554896 -13.062813 -7.037639 -3.31 1.35 2.30
C 20.881376 -13.466502 -7.142828 0.23 -1.41 -1.62
C 20.931142 -13.983843 -8.579860 0.72 2.08 1.11
O 18.941887 -14.340133 -4.986696 -1.05 3.23 -2.19
C 19.535864 -14.528205 -3.759768 0.70 0.12 2.43
C 18.955260 -15.807640 -3.177172 0.49 -1.25 -0.05
H 15.642279 -12.891098 -8.532074 -0.15 -0.26 0.19
H 17.359258 -13.151977 -8.561336 0.15 0.06 -0.20
H 16.367327 -14.534242 -8.766802 -0.45 0.06 0.02
H 15.534212 -13.865790 -6.359215 0.22 -0.30 0.40
H 17.033075 -14.809281 -6.653808 0.13 0.18 0.58
H 21.431089 -12.528022 -7.070850 1.01 -0.28 0.43
H 21.157991 -14.347832 -6.564166 0.05 0.69 1.06
H 20.176346 -14.755460 -8.731503 0.68 -0.27 -0.06
H 20.630534 -13.066721 -9.086453 0.17 -0.42 -1.01
H 22.006316 -14.150560 -8.645543 -0.22 -0.86 -1.19
H 20.613047 -14.432453 -3.896211 0.50 -1.14 -0.09
H 19.401236 -13.684755 -3.082605 -0.81 0.29 0.19
H 18.683316 -16.413008 -4.041846 -0.20 -0.10 0.08
H 19.621246 -16.460418 -2.612857 0.65 0.37 -0.13
H 18.103078 -15.775001 -2.498319 -0.23 0.87 -0.40
```
Forces are in eV/Å.

Output
frontier orbital gap	5.0710	eV
charge	+3
molecular weight	799.37	u
LUMO level	-12.70	eV

How is the electron density shared among the atoms? According to Löwdin, the charges in e are: 0.62 1.93 1.94 -0.79 -0.04 0.89 -0.26 -0.25 -0.28 -0.31 -0.25 -0.29 -0.30 -0.25 -0.13 0.02 -0.01 0.16 0.11 0.10 0.09 0.09 0.11 0.04 -0.06 -0.27 -0.16 0.57 -0.52 -0.19 -0.30 -0.01 -0.17 -0.32 -0.03 0.09 0.07 0.10 0.14 0.12 0.10 0.13 0.11 0.09 0.08 0.10 0.10 0.09 0.08 0.09

=====

Entry 2:
Below is a molecular structure, C31H50BrN5P2Pd in a non-equilibrium geometry, with properties calculated with ωB97M-V/def2-TZVPD.

The geometry in XYZ format:
```
90
Properties=species:S:1:pos:R:3:forces:R:3
C -0.703753 -3.416829 -7.949340 -0.41 0.26 0.28
C -0.713201 -1.974726 -7.915585 -0.35 -0.30 -1.80
C -0.664136 -1.403432 -9.212599 0.01 0.17 0.04
C -0.653385 -2.188967 -10.375148 0.00 0.06 0.19
N -0.671592 -3.524508 -10.387416 -0.08 0.60 0.85
C -0.696425 -4.111852 -9.184605 0.10 0.35 0.53
C -0.736583 -1.069834 -6.784868 1.10 -1.10 1.28
C -0.425108 -0.612335 -5.642435 -0.15 -2.01 -2.41
C 0.638193 -0.965882 -4.708983 0.88 -0.87 0.90
C 0.273764 -0.935748 -3.357182 0.49 -1.07 1.78
C 1.194372 -0.845896 -2.249333 0.99 0.83 -0.81
C 2.573474 -1.027143 -2.559985 -3.89 1.43 -1.15
C 2.915327 -1.253262 -3.927383 0.19 -0.07 0.11
C 1.987378 -1.213000 -4.955319 0.60 0.38 -0.44
Pd -0.689060 0.731198 -4.153404 -1.32 2.17 0.11
P -2.524835 0.962357 -0.823003 -2.09 1.77 1.16
H -0.650917 -0.322427 -9.316128 -0.03 -0.13 -0.04
H -0.731362 -4.015965 -7.038829 -0.01 0.28 -0.16
H -0.645144 -1.714665 -11.354930 0.04 0.04 0.24
H -0.726176 -5.210106 -9.224808 0.08 0.55 0.37
H 2.264934 -1.285180 -5.994601 0.54 -0.01 -0.06
H -0.717824 -1.252617 -3.153399 -1.34 -0.15 0.62
H 3.970926 -1.309587 -4.174535 -0.11 -0.19 -0.05
H 0.845517 -0.286862 -1.294252 0.51 -1.80 -1.54
C -2.190974 2.106737 0.595071 1.18 -0.38 -0.14
C -3.161763 3.223332 0.948339 -0.30 0.11 0.24
H -1.173217 2.478765 0.418072 -0.27 0.09 0.44
H -2.123532 1.378367 1.413124 0.14 0.33 0.10
H -2.859342 3.636077 1.923351 -0.11 -0.10 -0.31
H -3.162600 4.053321 0.229550 -0.07 -0.29 0.18
H -4.187247 2.852004 1.058694 0.26 0.22 -0.07
C -3.664293 1.895751 -1.918553 0.90 0.49 -1.05
C -4.549365 0.952148 -2.767020 0.38 0.29 -0.06
H -2.824358 2.365761 -2.489485 -1.29 0.45 -0.41
H -4.296414 2.678501 -1.414701 0.98 -0.72 -0.24
H -4.969765 1.467554 -3.645550 0.14 -0.12 0.41
H -3.926839 0.118030 -3.144110 -0.54 0.11 0.17
H -5.384591 0.597094 -2.134866 0.53 -0.12 -0.66
C -3.769637 -0.084172 -0.014651 1.19 -1.46 0.09
C -5.120698 0.459457 0.429461 -0.36 0.26 0.11
H -3.214120 -0.398358 0.872109 -0.45 -0.42 -0.15
H -3.854504 -0.947535 -0.686887 -0.30 -0.08 0.36
H -5.777692 -0.415776 0.511350 0.00 0.32 0.06
H -5.057814 0.929480 1.426353 -0.05 -0.19 -0.53
H -5.578712 1.160791 -0.281162 0.11 -0.18 0.41
Br 3.653778 -0.095003 -1.429727 1.79 0.15 1.02
P 0.291762 2.782135 -1.732747 0.61 2.46 -0.17
C -0.949852 4.364836 -1.709830 -1.29 -0.40 -0.93
C -0.717856 5.814995 -1.180592 0.33 0.15 0.10
H -1.866325 4.048107 -1.124885 1.22 -0.35 -1.06
H -1.240444 4.456752 -2.779148 -0.21 -0.16 0.59
H -1.674913 6.238802 -0.796615 0.46 -0.56 -0.44
H -0.046150 5.878905 -0.323805 0.05 -0.02 -0.08
H -0.361184 6.523856 -1.944368 0.03 -0.49 0.19
C 1.579022 3.636932 -0.750888 2.04 -0.46 1.74
C 2.887225 4.265952 -1.344801 0.29 0.16 -0.14
H 2.017496 2.941892 -0.002117 -0.69 0.08 -0.24
H 1.124496 4.437558 -0.179329 -0.27 -0.27 0.21
H 3.689361 4.228220 -0.580672 -0.61 0.00 -0.25
H 3.311386 3.733312 -2.205003 -0.10 0.35 0.28
H 2.790660 5.325244 -1.619940 -0.27 -0.35 -0.05
C 1.458021 2.368673 -3.179309 -0.01 -1.16 0.11
C 1.400815 3.022006 -4.540839 -0.04 -0.23 -0.63
H 1.326422 1.262046 -3.339970 0.30 1.10 0.46
H 2.496933 2.483677 -2.810831 -1.00 -0.42 0.18
H 1.490500 2.212284 -5.274146 -0.01 0.29 -0.18
H 0.452339 3.513373 -4.711283 -0.12 0.42 -0.27
H 2.243889 3.694079 -4.728834 -0.39 0.16 0.16
C -0.471287 -2.925439 -0.141665 -0.06 -1.52 0.85
N -0.077147 -1.637632 0.382749 0.59 0.33 0.87
C 1.355166 -1.760941 0.825258 0.07 -0.08 0.52
N 1.573682 -2.802269 1.851971 0.21 0.31 -0.33
C 1.161916 -4.079643 1.269206 -0.23 0.14 -0.29
N -0.263715 -4.036119 0.872671 0.35 0.30 -0.61
C -1.047164 -3.717350 2.071513 -0.12 0.34 -0.23
N -0.649102 -2.422214 2.654077 -0.38 0.18 -0.20
C -0.833877 -1.378980 1.619984 0.04 -0.45 0.70
C 0.759382 -2.509564 3.032903 -0.06 0.55 -0.39
H 0.115667 -3.115522 -1.049853 -0.10 -0.27 0.23
H -1.543865 -2.951161 -0.381338 0.20 0.21 -0.06
H 1.662428 -0.783952 1.236428 -0.06 -0.33 -0.14
H 1.995587 -2.009601 -0.031145 -0.28 0.07 0.16
H 1.366664 -4.920647 1.954169 -0.30 0.44 -0.14
H 1.768533 -4.228587 0.378290 0.02 -0.18 -0.15
H -2.096328 -3.649795 1.766414 -0.01 -0.11 0.21
H -0.925984 -4.501159 2.834147 -0.04 0.19 -0.34
H -0.519240 -0.402055 2.023983 -0.11 -0.31 -0.04
H -1.903382 -1.364611 1.390573 0.31 -0.04 0.02
H 0.903674 -3.261808 3.814966 -0.04 0.01 -0.26
H 1.065731 -1.538833 3.430278 0.06 -0.05 0.08
```
Forces are in eV/Å.

Output
<S²>	2.060
frontier orbital gap (spin up / spin down)	5.7925 / 3.5135	eV
charge	+2
spin multiplicity	3
molecular weight	741.05	u
LUMO level (spin up / spin down)	-7.00 / -9.27	eV

How is the electron density shared among the atoms? According to Löwdin, the charges in e are: 0.02 -0.19 -0.01 -0.10 0.09 -0.10 0.16 -0.10 -0.30 -0.22 -0.16 -0.68 -0.05 0.00 0.72 1.04 0.12 0.11 0.12 0.13 0.13 0.10 0.12 0.10 -0.40 -0.11 0.02 0.07 0.10 0.06 0.07 -0.41 -0.14 0.03 0.11 0.09 0.07 0.07 -0.41 -0.11 0.04 0.09 0.10 0.09 0.06 0.91 1.07 -0.33 -0.12 0.02 0.07 0.09 0.06 0.08 -0.41 -0.10 0.08 0.04 0.09 0.05 0.08 -0.44 -0.13 0.01 0.04 0.07 0.06 0.09 -0.17 -0.11 -0.18 -0.09 -0.16 -0.07 -0.17 -0.09 -0.19 -0.17 0.12 0.12 0.12 0.08 0.14 0.12 0.12 0.14 0.13 0.08 0.14 0.13